a:
The following is a quantum chemistry calculation of the molecule C12H25N3O3, from OMol25.

Cartesian coordinates (Å):
C 2.6258 2.4964 -0.3245
C 3.6581 1.7068 0.4846
C 2.9402 0.3727 0.8354
C 3.5507 -0.4700 1.9665
C 2.2487 -0.4213 -0.3068
N 1.3668 -1.5099 0.1024
C 0.0560 -1.6190 0.4722
O -0.2450 -2.5066 1.3090
C -0.9777 -0.8798 -0.4004
N -1.6912 -1.9120 -1.2275
C -1.8222 -0.0764 0.4844
C -2.6368 1.0072 -0.4117
C -4.0488 1.3070 0.1157
C -5.1327 0.3957 -0.3933
N -5.2822 -1.0251 0.1143
C 3.4399 -1.0561 -1.0077
O 3.9430 -2.0215 -0.6220
O 4.1435 -0.2337 -1.9226
H 2.7024 3.6277 -0.2472
H 1.5279 2.2954 -0.0438
H 2.8852 2.2790 -1.3879
H 4.0591 2.1782 1.4261
H 4.6579 1.3252 -0.0531
H 1.9950 0.7291 1.2939
H 2.8932 -1.2892 2.2827
H 3.8666 0.1314 2.8679
H 4.4632 -0.8962 1.5648
H 1.6973 -0.0108 -1.2135
H 1.8588 -2.3157 0.0890
H -0.7050 -0.1993 -1.2279
H -0.9083 -2.2863 -1.7874
H -2.0161 -2.7224 -0.7206
H -2.3873 -0.9322 0.6190
H -1.4538 0.1870 1.4702
H -2.5695 0.6316 -1.4436
H -2.0719 1.9094 -0.3844
H -4.4543 2.2906 -0.1887
H -4.0725 1.2699 1.2124
H -6.1767 0.8619 -0.2839
H -5.0254 0.3222 -1.4206
H -5.9749 -1.4163 -0.5119
H -5.8059 -0.7672 1.0074
H 4.8790 -0.7574 -2.1869

- HOMO: -9.150 eV
- SMILES: CC[C@H](C)[C@H](NC(=O)[C@@H](N)CCCCN)C(=O)O
- LUMO: 0.6 eV

b:
The following is a quantum chemistry calculation of the molecule C12H25N3O3, from OMol25.

Cartesian coordinates (Å):
C -3.4496 -2.6428 0.1902
C -2.5831 -1.5305 -0.5246
C -2.6483 -0.0742 0.1693
C -4.1576 0.3775 0.1287
C -1.7174 0.7921 -0.8650
N -0.5694 0.0084 -1.1120
C 0.4199 -0.4350 -0.3073
O 1.2266 -1.1418 -0.9295
C 0.6566 0.0846 1.0356
N 1.2123 -0.8807 1.8151
C 1.3640 1.4432 0.8778
C 2.9362 1.2464 0.5864
C 3.2479 0.8506 -0.7625
C 4.2695 -0.2116 -0.6598
N 3.7539 -1.4707 0.0079
C -1.3946 2.2100 -0.1017
O -1.6244 2.5761 1.0580
O -0.9627 2.9578 -1.0510
H -2.8898 -3.6096 -0.2032
H -4.5470 -2.6001 -0.0231
H -3.1569 -2.7297 1.2403
H -1.5602 -1.8964 -0.5765
H -2.8336 -1.2611 -1.6236
H -2.1066 -0.0026 1.2091
H -4.6142 -0.1460 1.0807
H -4.0908 1.6020 0.2842
H -4.6875 0.1515 -0.7910
H -2.2352 1.0230 -1.8047
H -0.5853 -0.5315 -2.0385
H -0.3583 0.2463 1.5297
H 1.9505 -1.4467 1.2628
H 0.4985 -1.6486 2.2826
H 0.8948 2.1127 0.0585
H 1.1800 2.0274 1.7965
H 3.2616 0.5086 1.3453
H 3.4584 2.1535 0.9163
H 3.6874 1.6513 -1.3575
H 2.2005 0.6754 -1.2680
H 5.1186 0.1930 -0.0558
H 4.8401 -0.4731 -1.5316
H 3.0534 -1.7743 -0.6400
H 4.4888 -2.1339 -0.1627
H -0.9469 3.7498 -0.4853

- HOMO: -8.898 eV
- SMILES: CC[C@H](C)[C@H](NC(=O)[C@@H](N)CCCCN)C(=O)O
- LUMO: 0.6 eV

It turns out a is the most stable, with the second structure 9.3 kcal/mol higher.